(1)
130
Properties=species:S:1:pos:R:3:lowdin_charge:R:1 method="wB97M-V/def2-TZVPD" homo_energy_ev=-7.9523 de_lowest_kj_mol=1309.8 total_energy_ha=-2889.31970 lumo_energy_ha=-0.006 charge=0
H -9.11980 13.13784 -21.72559 0.15
H -7.92466 7.96578 -25.47821 0.08
H -4.88953 13.14612 -23.83766 0.12
H -6.69344 13.33879 -18.71638 0.06
H -3.88022 10.96059 -24.56733 0.12
H -6.04144 12.97595 -22.54166 0.08
C -4.97728 11.24655 -22.82152 -0.63
O -5.58540 10.62975 -21.81501 -0.09
H -11.78656 4.74918 -20.51167 0.09
H -7.70658 6.81357 -20.57975 0.07
H -3.59543 6.31833 -24.70071 0.14
H -13.28054 10.75153 -23.22291 0.16
N -13.03145 9.95550 -22.58083 0.14
H -2.64869 8.36877 -22.09402 0.14
H -13.42887 9.86812 -17.98985 0.13
H -12.96020 6.06831 -20.77773 0.06
H -7.15619 11.38435 -18.22766 0.08
O -12.46571 7.68572 -23.87563 -0.11
H -6.69128 6.37324 -23.21652 0.06
H -10.28261 8.10163 -19.55631 0.10
N -8.62691 10.21276 -21.08513 0.22
H -2.29528 6.74530 -23.66526 0.14
C -11.91561 5.78526 -20.77514 0.00
H -10.61652 11.97817 -18.22249 0.08
N -3.23005 6.99723 -24.02388 0.18
N -9.39907 14.79574 -19.22827 0.17
H -3.70456 9.74088 -23.22812 0.08
H -13.15759 9.32408 -19.61675 0.03
H -6.91792 11.37182 -25.80726 0.06
H -8.24382 7.53135 -18.42703 0.05
H -8.92026 15.52966 -21.47785 0.04
H -10.15166 6.18585 -19.49457 0.14
C -8.38321 13.69488 -22.34356 -0.58
H -9.46649 10.69609 -20.74653 0.07
H -12.13700 11.45841 -17.21005 0.12
H -10.40136 14.67620 -19.23707 0.13
H -12.80894 8.13203 -21.03816 0.10
H -14.49306 7.93491 -20.66324 0.15
H -12.99011 7.19124 -18.67605 0.06
H -7.34311 13.75289 -20.83466 0.09
O -8.96113 7.63256 -17.77376 0.00
H -8.02854 8.65984 -27.11701 0.09
C -5.14783 11.14579 -18.70614 -0.65
O -10.82416 7.62214 -20.18130 -0.03
H -9.76084 15.13243 -23.04378 0.10
C -14.11905 9.46729 -21.94415 -0.60
C -6.05175 7.19508 -19.51331 -0.54
N -3.60959 8.39321 -22.39341 0.13
C -8.28675 13.02745 -23.75776 -0.02
N -8.60606 6.87454 -21.96684 0.13
H -9.23507 12.86084 -24.24765 0.09
C -8.66817 13.71503 -18.91512 -0.49
O -9.43231 4.70819 -22.53834 -0.13
H -7.66767 13.52200 -24.45331 0.07
H -12.13632 9.91895 -22.09057 0.08
O -4.93529 12.34068 -18.68260 0.05
O -11.17822 10.86873 -20.25479 -0.13
H -6.69033 8.60327 -17.33517 0.04
H -8.09720 7.79447 -22.20209 0.11
H -8.76323 9.50630 -18.00057 0.12
C -7.76392 8.86511 -26.07876 -0.02
O -9.84275 10.13732 -23.08877 -0.10
H -7.04362 14.92937 -19.18097 0.14
H -4.74447 8.75461 -26.15730 0.10
H -8.04915 15.63998 -22.99425 0.08
C -11.09074 7.50202 -23.93835 -0.19
C -4.63524 10.34971 -17.49597 -0.01
C -7.47036 8.83568 -16.59997 -0.04
O -5.46163 7.36654 -23.54170 -0.09
H -6.25558 9.38865 -24.78478 0.09
O -5.61461 8.50839 -26.40850 0.07
H -7.32147 8.21252 -15.67935 0.11
N -7.43891 5.63295 -23.21977 0.17
H -9.08645 15.72670 -19.46687 0.11
H -6.76139 9.38021 -22.37029 0.10
C -11.17586 6.58151 -19.67170 -0.67
H -11.60163 6.02427 -21.79354 0.06
H -12.15437 5.77292 -17.95953 0.09
H -9.49066 7.01995 -21.42404 0.10
H -4.04003 12.48633 -18.36217 0.14
H -10.47161 8.12345 -24.57108 0.06
C -12.04594 6.71939 -18.47522 -0.02
H -6.95994 9.92938 -19.17061 0.07
H -8.44610 9.59525 -25.57615 0.08
C -8.84838 8.74828 -17.23132 -0.68
H -12.71252 8.47989 -23.42421 -0.02
O -7.23535 13.57947 -21.80480 -0.04
C -6.30729 9.36165 -25.89132 -0.70
H -4.60995 9.23474 -17.59404 0.07
H -7.44890 4.82238 -23.88109 0.15
C -9.91917 9.11497 -16.30486 -0.04
H -5.22742 11.23454 -25.93044 0.03
H -7.21764 9.85725 -16.28276 0.07
H -8.02573 12.01794 -23.55617 0.04
C -6.14474 10.81635 -26.30362 -0.02
H -10.95234 9.13637 -16.74335 0.07
N -5.14109 12.55438 -23.02424 0.16
C -6.61394 10.96827 -19.05606 -0.05
N -11.60031 11.48495 -18.08016 0.13
C -8.71502 9.94677 -22.34563 -0.64
O -15.36934 9.92015 -22.13025 -0.09
H -10.76693 7.80175 -22.95202 0.03
H -7.60268 9.18490 -23.84188 0.05
H -9.67272 10.19976 -16.06343 0.11
H -5.58885 5.93649 -17.93209 0.10
O -5.52458 8.08176 -20.42503 -0.10
N -5.35759 6.72792 -18.47238 0.17
H -4.60124 10.74509 -19.54384 0.12
H -9.93341 8.53828 -15.40515 0.08
O -9.22851 12.48037 -18.68194 -0.09
H -4.26755 8.68145 -21.66306 0.08
H -7.82615 10.01009 -20.51855 0.05
C -4.11642 7.58464 -23.31237 -0.55
H -5.23321 10.60225 -16.64315 0.06
C -11.84677 10.67427 -19.05753 -0.60
N -7.69586 9.33917 -22.86534 0.15
H -6.82966 11.48147 -19.92203 0.03
N -4.15323 10.65497 -23.60902 0.15
N -7.26462 6.70001 -19.64517 0.17
H -3.66934 10.67983 -17.21710 0.06
H -10.91164 6.42893 -24.12051 0.09
C -8.82540 15.11686 -22.46676 -0.03
H -4.43932 7.19651 -18.29184 0.13
H -6.10395 10.89271 -27.41958 0.11
N -7.36906 13.98454 -19.00743 0.18
N -13.75737 8.55199 -21.07100 0.13
N -12.86880 9.89111 -18.83783 0.18
C -8.52351 5.74533 -22.57624 -0.68
H -7.64065 5.93973 -19.11769 0.13
H -11.51472 7.34707 -17.71829 0.07

=====

(2)
134
Properties=species:S:1:pos:R:3:lowdin_charge:R:1 method="wB97M-V/def2-TZVPD" homo_energy_ev=-5.6707 total_energy_ha=-4010.67177 lumo_energy_ha=0.077 charge=-1
H 2.90971 -1.48918 7.56257 0.08
H -5.33772 -6.30204 -4.05521 0.08
H 0.21939 6.21003 -0.83330 0.07
H -2.40216 5.21653 0.21531 0.06
O 3.65300 -6.79730 -0.49606 -0.12
C 0.31551 -0.99423 1.65271 -0.45
H 2.59124 2.50050 0.89450 0.05
H 1.44105 -2.36748 7.06481 0.07
C 0.01421 5.91756 -1.86363 -0.15
O 7.74503 3.11304 -1.76609 -0.13
C 0.38961 -5.80937 -3.72357 -0.21
C 2.10176 3.24307 0.25911 -0.15
C 4.57932 -2.20146 -2.37696 -0.15
O -3.42470 -6.73992 -3.35133 -0.13
H 0.34682 -3.68959 -3.97934 0.12
O 1.19058 -0.32082 7.40100 -0.13
H 8.14093 3.98279 -1.74850 0.06
H -3.64219 5.54752 5.76543 0.04
H -0.81488 9.30673 -5.67812 0.07
O -2.50086 7.28510 5.72960 -0.13
H 4.72669 -2.74363 -3.30725 0.08
O -3.18955 2.98322 1.23730 -0.15
O -1.23991 -6.25174 -0.42415 -0.14
H -6.06848 3.23886 4.69683 0.08
F 1.64103 -2.41227 0.25803 0.11
H 3.54888 0.67218 -1.79472 0.08
H 4.16124 1.10459 0.41450 0.06
C 1.17414 -2.27708 1.54041 -0.32
S -0.71439 -0.56320 0.13456 0.68
H -2.98816 6.06238 7.34439 0.08
H -5.51036 3.15525 3.01803 0.07
H 2.10355 -4.91756 -2.75791 0.06
H -2.51507 6.03499 1.77389 0.08
O -1.20232 -4.25919 -2.74114 -0.22
H -2.01101 -8.16968 -0.13270 0.08
H -0.89340 5.30982 -1.88876 0.08
H 4.37313 -1.15375 -2.61431 0.06
H -0.14302 6.81570 -2.45617 0.06
H 2.03562 1.98871 3.43744 0.07
C -5.86132 3.82493 3.80531 -0.14
H 5.82986 0.85912 -0.12598 0.09
H -0.34598 -4.48748 -0.87787 0.02
H -4.32478 6.95873 6.59701 0.08
N -4.08820 -3.70007 -0.41636 -0.11
C -2.75929 6.10976 0.71249 -0.15
H -5.24773 -7.65895 -2.90650 0.07
H -1.70078 6.78864 5.55751 0.06
O -1.15343 -2.47378 -6.20373 -0.12
O -1.69408 0.36623 0.68028 -0.38
F -0.91155 -3.42143 1.70952 0.14
H -0.84927 -1.58311 -6.37576 0.07
H 0.70633 1.47803 4.49998 0.06
F -0.49863 -1.08407 2.75888 0.09
H -3.44870 2.62706 -0.80535 0.08
H 3.70060 -6.77951 0.45856 0.07
H -1.56391 7.80765 -5.09795 0.08
H 6.94183 3.41660 -3.67330 0.07
H -3.84527 6.17420 0.59453 0.08
H -2.19166 3.84176 4.74413 0.06
H 5.50083 -2.26006 -1.78818 0.08
H -2.23773 -2.57339 -7.98973 0.07
C 4.79442 0.57678 -0.29914 -0.12
F 2.25171 -2.14268 2.37690 0.13
H -6.78742 4.30485 3.47596 0.08
O 2.53671 0.55329 4.86464 -0.12
C 1.49988 -5.80869 -2.69070 -0.10
H 0.34902 -3.20533 -1.87228 0.06
H 2.13461 4.20994 0.75641 0.09
O 0.45228 7.71854 -5.62519 -0.12
O 4.46192 0.92494 -1.64023 -0.14
C -4.72872 -7.14962 -3.72578 -0.16
H -0.30963 -6.60860 -3.53360 0.10
H -0.98040 -4.54046 -4.69804 0.10
H -4.62453 -7.84593 -4.55532 0.07
O -2.09500 7.21699 0.09517 -0.13
C 6.62505 3.15523 -2.65895 -0.15
H -4.76813 3.45273 0.04436 0.07
H 5.87507 3.87313 -2.31800 0.08
H 1.15955 4.40805 -1.83329 0.03
H -2.70261 -3.68389 -6.68744 0.07
H 2.64661 3.31639 -0.68918 0.08
H 0.70926 2.06693 -0.39586 0.03
H 2.00052 2.51314 5.13280 0.09
H -0.37280 -8.05934 -0.80235 0.08
F 0.59008 -3.81802 3.29013 0.15
C 1.82532 -1.55669 7.69130 -0.16
H 1.08401 -5.87573 -1.69933 0.05
C 0.41817 -3.57683 1.95484 -0.44
C -0.57229 -3.70725 -1.58833 -0.27
H -4.53400 1.70843 0.26003 0.08
H -0.48420 2.60577 6.63589 0.06
C -1.75245 2.96113 5.20425 -0.14
O 3.48498 -2.81885 -1.70584 -0.13
H 4.55966 -4.93089 -0.68627 0.06
C -0.65734 8.41846 -5.07201 -0.17
H 4.60364 -5.99110 -2.09745 0.07
H -0.45504 8.72632 -4.04250 0.07
H 1.61207 -1.79338 8.73090 0.07
H -2.52091 2.29707 1.30211 0.04
C -2.37192 -2.67208 -6.90733 -0.16
O -4.87048 4.78585 4.15421 -0.14
F 0.91124 -4.62053 1.21758 0.16
H 2.13298 -6.67529 -2.81416 0.06
C -3.41347 6.40209 6.39471 -0.15
C -4.02267 2.66443 0.12321 -0.16
F 1.19032 0.04848 1.82655 0.07
H 4.68777 -0.50120 -0.14259 0.07
O -3.61835 -4.55040 -1.10254 -0.04
C 4.68542 -5.96274 -1.01477 -0.16
O 0.22404 0.03722 -0.80020 -0.38
H 5.67630 -6.32802 -0.72113 0.07
C -1.36500 -7.61225 -0.82182 -0.14
C 1.77526 1.69477 4.45554 -0.12
H -2.12343 -5.86842 -0.46017 0.04
H 3.33422 -2.34971 -0.88487 0.04
H -4.68099 5.30211 3.36737 0.07
H -1.76471 -7.68810 -1.83348 0.06
O 1.09886 5.17031 -2.41389 -0.13
H 0.60643 6.93349 -5.09576 0.06
O -0.86617 3.39079 6.24080 -0.13
H 6.17775 2.17042 -2.66850 0.05
H -3.51821 -6.11656 -2.62291 0.04
H 1.38268 -0.11099 6.48244 0.03
O -3.16898 -2.98554 0.19725 -0.19
H -3.14594 -1.97421 -6.57630 0.08
Al -1.85979 -2.32972 -0.92958 0.37
H -2.54923 2.33848 5.61828 0.08
O 0.73602 2.92795 0.03495 -0.12
H -2.59164 -1.63575 -2.15122 -0.01
C -0.35228 -4.50517 -3.82364 -0.25
H 2.33632 -0.16236 4.25565 0.06
H 0.81632 -6.00720 -4.70157 0.10
H -1.21172 2.40356 4.43568 0.06
H -2.36745 8.03158 0.51491 0.07